(1)
{
  "formula": "C10H36N18O12",
  "method": "ωB97M-V/def2-TZVPD",
  "symbols": ["C", "O", "O", "O", "C", "O", "N", "N", "H", "H", "H", "H", "C", "O", "N", "N", "H", "H", "H", "H", "C", "O", "N", "N", "H", "H", "H", "H", "C", "O", "N", "N", "H", "H", "H", "H", "C", "O", "N", "N", "H", "H", "H", "H", "C", "O", "N", "N", "H", "H", "H", "H", "C", "O", "N", "N", "H", "H", "H", "H", "C", "O", "N", "N", "H", "H", "H", "H", "C", "O", "N", "N", "H", "H", "H", "H"],
  "coordinates": [[-0.2093, 0.4981, -0.0933], [0.8985, 0.6545, -0.7496], [-0.3167, 0.8313, 1.1544], [-1.2697, 0.0475, -0.6820], [-2.9543, -3.0227, -1.9834], [-3.0443, -4.2270, -2.2725], [-1.7320, -2.4158, -1.9973], [-3.9916, -2.2309, -1.6679], [-1.4906, -1.5333, -1.5296], [-1.0822, -3.0044, -2.4875], [-3.8187, -1.2607, -1.5003], [-4.9041, -2.6404, -1.7415], [1.5444, -0.3233, -4.1747], [1.7283, -0.6022, -5.3605], [1.9616, 0.8614, -3.6194], [1.0860, -1.1936, -3.2455], [2.0452, 1.6779, -4.1923], [1.8525, 0.8760, -2.6035], [1.0341, -2.1676, -3.4800], [0.4843, -0.8432, -2.5100], [-3.5893, 2.2220, 2.2889], [-4.7159, 2.6233, 2.5634], [-3.1088, 1.7247, 1.1170], [-2.5444, 2.2396, 3.1832], [-3.5693, 1.4172, 0.2831], [-2.0982, 1.6883, 1.0887], [-1.6673, 1.7996, 2.9810], [-2.8905, 2.2390, 4.1303], [4.1025, 0.9568, 1.0117], [5.2276, 0.7836, 1.5320], [3.2250, 1.8442, 1.5148], [3.7011, 0.3482, -0.1101], [2.2909, 1.9829, 1.1650], [3.5204, 2.3660, 2.3189], [4.2905, -0.2372, -0.6692], [2.7539, 0.5331, -0.4386], [-2.2088, 1.5336, -3.8374], [-2.5833, 1.9630, -4.9236], [-3.0228, 0.8210, -2.9862], [-0.9539, 1.6229, -3.3252], [-2.5456, 0.3919, -2.2040], [-3.8600, 0.5029, -3.4404], [-0.2118, 2.0880, -3.8065], [-0.7536, 1.1598, -2.4500], [1.3960, 0.7778, 5.4575], [1.8191, 1.3615, 6.4509], [1.8280, -0.4331, 5.0187], [0.3536, 1.2916, 4.7180], [2.4844, -0.9648, 5.5568], [1.4008, -0.8777, 4.2261], [0.1634, 0.9250, 3.8012], [-0.1141, 2.0154, 5.2316], [-1.5043, -2.3924, 2.5877], [-1.7277, -3.2279, 3.4712], [-1.3454, -2.7968, 1.2875], [-1.4009, -1.0644, 2.7905], [-1.5781, -3.7190, 0.9729], [-1.2443, -2.1455, 0.5255], [-1.0138, -0.4414, 2.0561], [-1.3320, -0.8974, 3.7830], [3.1822, -3.7063, -0.8990], [4.1632, -2.9825, -0.7332], [3.2830, -5.0565, -0.9048], [1.9613, -3.1751, -1.1429], [2.4617, -5.6156, -1.0395], [4.2043, -5.4467, -0.8967], [1.8282, -2.1885, -1.3042], [1.1495, -3.6740, -1.4685], [0.3347, 4.2245, -0.2308], [0.3318, 5.4621, -0.1759], [0.2317, 3.5145, -1.3755], [0.6666, 3.4840, 0.8644], [0.3360, 4.0271, -2.2298], [0.1600, 2.5154, -1.3766], [0.2262, 2.5656, 1.0243], [0.6852, 4.0453, 1.7031]],
  "atomic_forces_ev_per_a": [[0.3, 0.0, -0.1], [-1.1, -0.1, 0.3], [0.5, 0.2, -0.2], [0.2, -0.4, -0.5], [1.1, -1.2, -0.4], [-0.5, 0.9, 0.1], [-0.1, -0.3, 0.0], [-0.4, -0.2, 0.1], [0.0, 0.1, -0.3], [0.4, 0.3, 0.2], [-0.4, 0.2, 0.1], [-0.1, 0.3, 0.2], [1.4, 0.5, -1.5], [-0.4, 0.0, 0.6], [-0.4, -0.8, 0.7], [-0.6, -0.6, 0.7], [0.1, 0.0, 0.0], [0.0, 0.8, -0.4], [-0.2, 0.1, -0.4], [0.2, 0.1, 0.1], [0.1, -0.3, -1.1], [0.4, -0.5, -0.1], [0.2, 0.4, -0.2], [-0.6, 0.9, 1.5], [-0.5, 0.4, 0.2], [-0.1, -0.7, -0.4], [-0.1, -0.3, -0.1], [0.5, 0.1, 0.0], [2.2, -0.2, 0.5], [-1.0, 0.1, -0.4], [-0.5, 0.5, 0.7], [-1.0, -0.1, -1.0], [0.1, 0.0, -0.2], [0.0, -0.1, 0.0], [0.3, -0.2, 0.4], [0.2, -0.2, 0.1], [0.1, -0.5, -0.1], [0.2, 0.1, 0.3], [-0.1, 0.7, -0.5], [0.0, 0.2, -0.2], [-0.4, -0.3, 0.1], [0.0, -0.3, 0.4], [-0.2, 0.0, -0.2], [0.1, -0.1, 0.0], [-0.4, 0.1, 0.2], [-0.1, -0.5, -0.2], [0.2, -0.1, -0.1], [0.8, -0.3, 0.7], [0.2, 0.2, 0.0], [0.0, 0.0, 0.0], [-0.4, 0.4, -0.1], [-0.3, 0.3, -0.8], [-0.3, -1.6, -0.5], [0.1, 0.6, 0.0], [0.2, 0.3, -0.8], [0.1, -0.3, 0.4], [-0.1, -0.2, 0.6], [-0.1, 0.4, 0.3], [-0.2, 0.1, 0.5], [0.0, 0.6, -0.2], [1.2, 1.7, -0.4], [-0.3, -0.6, 0.0], [-0.5, -0.5, 0.1], [-1.5, 0.1, -0.2], [0.2, -0.2, 0.0], [0.0, -0.1, 0.1], [0.8, 0.1, 0.4], [0.3, -0.6, 0.3], [1.1, 1.2, 0.2], [-0.2, -0.7, -0.4], [-0.4, 0.5, -0.3], [-0.6, -0.5, 1.2], [-0.4, 0.0, 0.0], [0.5, -0.1, 0.1], [0.3, 0.1, -0.3], [-0.1, 0.1, -0.1]],
  "gap_ev": 8.52,
  "energy_ha": -2291.69574,
  "charge": -2,
  "multiplicity": 1,
  "homo_ha": -0.16566,
  "e_lumo_ev": 4.0,
  "relative_energy_kj_mol": 120.0
}

***

(2)
{
  "formula": "C10H36NO6",
  "method": "ωB97M-V/def2-TZVPD",
  "symbols": ["N", "H", "H", "H", "H", "C", "O", "H", "H", "H", "H", "C", "C", "C", "O", "H", "H", "H", "H", "H", "H", "H", "H", "C", "C", "C", "O", "H", "H", "H", "H", "H", "H", "H", "H", "C", "C", "C", "O", "H", "H", "H", "H", "H", "H", "H", "H", "O", "H", "H", "O", "H", "H"],
  "coordinates": [[-18.5121, 3.0250, -21.5795], [-19.2809, 2.9402, -20.9301], [-18.6023, 2.3953, -22.3640], [-17.6250, 2.7754, -21.1662], [-18.4945, 3.9427, -22.0010], [-16.2118, 7.4130, -18.6838], [-16.6158, 6.0717, -18.2969], [-16.0238, 8.1147, -17.8711], [-15.3040, 7.2739, -19.2708], [-16.9583, 7.9134, -19.3007], [-17.1486, 6.1451, -17.5017], [-24.8824, 6.4387, -19.2940], [-26.3222, 6.1770, -18.7881], [-27.0482, 7.3367, -18.2366], [-27.1079, 5.8096, -19.9080], [-24.7916, 7.2637, -20.0004], [-24.4346, 5.5162, -19.6637], [-24.1963, 6.7054, -18.4900], [-26.3670, 5.3561, -18.0724], [-26.4610, 7.7519, -17.4174], [-28.0773, 7.1370, -17.9379], [-27.1532, 8.0681, -19.0379], [-27.1411, 4.8504, -19.9271], [-12.9807, -0.1659, -23.7608], [-13.2971, 0.9334, -22.7684], [-13.6109, 2.2765, -23.4828], [-14.4556, 0.4937, -22.1131], [-13.6398, -0.3205, -24.6151], [-13.0379, -1.1359, -23.2669], [-11.9590, -0.0125, -24.1082], [-12.5069, 0.9744, -22.0186], [-12.7067, 2.5650, -24.0188], [-13.9287, 3.0634, -22.7988], [-14.4383, 2.1750, -24.1850], [-14.3635, -0.4207, -21.8356], [-18.4933, 1.0196, -28.1937], [-19.5345, 1.0550, -27.0175], [-20.7522, 0.1274, -27.2772], [-18.9486, 0.5282, -25.8363], [-17.6604, 1.7041, -28.0330], [-18.9685, 1.3654, -29.1117], [-18.0839, 0.0220, -28.3522], [-20.0073, 2.0229, -26.8513], [-21.4061, 0.6802, -27.9516], [-21.3338, -0.0296, -26.3688], [-20.4189, -0.8190, -27.7030], [-18.3714, -0.2271, -25.9707], [-21.1579, 2.7053, -18.1506], [-21.7760, 2.0593, -17.8087], [-20.8849, 3.2064, -17.3821], [-18.0943, 6.7033, -23.5103], [-17.2951, 7.2240, -23.5903], [-18.8040, 7.3290, -23.6559]],
  "atomic_forces_ev_per_a": [[0.2, -0.2, -0.8], [-0.4, -0.1, 0.4], [-0.5, -0.7, -0.4], [0.5, 0.3, 0.6], [0.2, 0.9, 0.1], [0.0, -0.5, -0.3], [0.1, 1.0, -0.1], [0.2, -0.4, 0.4], [0.0, 0.2, 0.1], [-0.2, -0.3, -0.2], [0.0, 0.0, 0.1], [0.2, -0.1, 1.2], [0.3, -0.4, -0.9], [0.2, 1.4, 0.4], [-0.3, -0.9, -0.7], [-0.4, -0.3, -0.3], [-0.3, 0.0, -0.5], [-0.2, 0.2, 0.4], [0.5, -0.1, 0.2], [-0.3, 0.3, 0.1], [0.2, -0.4, 0.2], [0.2, 0.3, 0.1], [-0.1, 0.0, -0.3], [1.1, -0.3, -0.3], [-0.9, -0.4, -1.2], [0.3, -0.7, 0.7], [-1.8, 0.6, 1.0], [-0.2, 0.8, 0.0], [0.4, -0.1, 0.3], [0.0, -0.3, -0.3], [0.4, 0.5, -0.2], [-0.1, 0.3, 0.0], [0.4, 0.0, 0.2], [0.1, -0.4, -0.1], [0.2, 0.0, 0.0], [-1.0, 0.9, 0.6], [-0.1, -2.6, -1.1], [0.3, 1.0, -0.7], [0.5, 1.2, 1.5], [0.0, 0.0, 0.3], [-0.1, -0.2, -0.1], [-0.2, -0.1, 0.1], [0.9, 0.3, 0.4], [-0.2, -0.4, -0.4], [0.3, -0.1, 0.1], [-0.2, 0.0, 0.0], [-0.1, 0.1, -0.6], [0.2, 0.1, -0.4], [-0.2, -0.2, 0.0], [0.1, 0.2, 0.2], [-0.1, -0.4, 0.2], [0.3, 0.1, 0.0], [-0.2, 0.2, -0.1]],
  "gap_ev": 8.24,
  "energy_ha": -908.48527,
  "charge": 1,
  "multiplicity": 1,
  "homo_ha": -0.43185,
  "e_lumo_ev": -3.5,
  "relative_energy_kj_mol": 306.7
}